Entry 1:
This record from OMol25 describes a molecular structure, C20H29NOP2Ti in a non-equilibrium geometry. The level of theory is ωB97M-V with the def2-TZVPD basis set.

```
54
Properties=species:S:1:pos:R:3:lowdin_charge:R:1
C 0.111 -4.352 2.627 -0.04
C 0.594 -3.551 1.590 -0.21
C -0.013 -3.726 0.314 -0.19
C -1.419 -4.094 0.226 -0.14
C -2.026 -4.477 1.450 -0.03
C -1.237 -4.726 2.581 -0.07
C -2.044 -4.086 -1.065 0.08
C -1.341 -3.441 -2.113 -0.15
C 0.040 -3.064 -1.893 -0.19
C 0.783 -2.312 -2.875 -0.19
C 0.406 -2.485 -4.188 -0.04
C -0.921 -2.846 -4.464 -0.06
C -1.796 -3.148 -3.424 -0.03
H 0.730 -4.490 3.529 0.13
H -3.113 -4.512 1.441 0.11
H -1.682 -5.190 3.468 0.11
H -3.159 -3.929 -1.052 0.15
H 1.105 -2.203 -4.988 0.12
H -1.248 -2.797 -5.501 0.11
H -2.862 -3.207 -3.573 0.11
N 0.689 -3.498 -0.809 0.18
Ti -0.138 1.038 0.246 0.32
C 1.722 -2.534 1.827 -0.26
H 2.575 -2.666 1.130 0.09
H 2.140 -2.707 2.852 0.10
C 1.939 -1.351 -2.495 -0.23
H 2.699 -1.842 -1.854 0.09
H 2.454 -1.026 -3.426 0.09
P 1.170 -0.734 1.747 0.84
P 1.455 0.287 -1.747 0.75
C 1.299 1.290 -3.241 -0.25
H 0.900 2.269 -2.942 0.04
H 2.271 1.397 -3.749 0.06
H 0.572 0.825 -3.917 0.06
C 2.993 0.875 -0.989 -0.27
H 3.584 1.382 -1.767 0.05
H 2.806 1.582 -0.171 0.03
H 3.571 0.035 -0.581 0.05
C 0.254 -0.776 3.347 -0.27
H 0.895 -1.187 4.153 0.06
H -0.083 0.237 3.626 0.04
H -0.633 -1.421 3.248 0.05
C 2.705 -0.033 2.507 -0.29
H 2.581 1.044 2.612 0.03
H 2.874 -0.457 3.510 0.05
H 3.599 -0.183 1.908 0.03
H -0.286 -0.473 0.207 -0.12
H -0.256 0.275 -1.372 -0.05
C -1.157 3.108 0.241 -0.10
O -1.529 2.087 1.222 -0.20
H -0.812 2.584 -0.766 0.08
H -0.317 3.751 0.546 0.11
H -2.040 3.697 0.037 0.11
H -2.029 2.364 2.014 0.15
```

Output
multiplicity: 2
highest occupied orbital energy (alpha / beta): -9.7 / -9.5 eV
net charge: +1
energy relative to the best compared isomer or geometry (same formula, charge and spin): 47.4 kJ/mol

Entry 2:
This record from OMol25 describes a molecular structure, C20H30AgNO13 in a non-equilibrium geometry. The level of theory is ωB97M-V with the def2-TZVPD basis set.

```
65
Properties=species:S:1:pos:R:3:lowdin_charge:R:1
Ag -5.102 -6.278 2.582 0.88
N -2.642 -7.755 3.832 -0.54
O -1.623 -8.392 4.016 0.24
O -3.108 -7.668 2.693 0.12
O -3.243 -7.234 4.771 0.18
O 4.704 -9.485 6.943 0.14
C 3.735 -8.879 6.599 -0.50
O 2.549 -9.493 6.393 0.01
C 1.483 -8.514 6.410 -0.14
C 2.145 -7.211 5.940 -0.14
C 3.638 -7.411 6.314 -0.05
H 1.192 -8.457 7.461 0.13
H 0.729 -8.922 5.747 0.08
H 1.699 -6.375 6.481 0.11
H 1.968 -7.031 4.882 0.08
H 3.829 -6.926 7.271 0.13
H 4.257 -7.053 5.500 0.13
O -6.008 -8.262 2.270 -0.02
C -6.466 -9.392 2.303 -0.47
O -7.087 -9.772 3.406 0.06
C -7.838 -11.013 3.188 -0.09
C -7.784 -11.206 1.696 -0.14
C -6.582 -10.398 1.216 -0.05
H -8.844 -10.883 3.580 0.13
H -7.317 -11.765 3.779 0.13
H -8.665 -10.845 1.167 0.12
H -7.729 -12.279 1.502 0.13
H -6.817 -9.966 0.247 0.14
H -5.615 -10.905 1.145 0.15
O -4.467 -11.964 5.273 0.12
C -3.888 -11.261 6.049 -0.51
O -4.499 -10.485 6.945 0.04
C -3.610 -9.493 7.500 -0.13
C -2.215 -10.037 7.265 -0.14
C -2.390 -11.084 6.141 -0.05
H -3.925 -9.223 8.501 0.13
H -3.752 -8.605 6.872 0.10
H -1.961 -10.658 8.133 0.12
H -1.376 -9.358 7.161 0.09
H -1.999 -12.040 6.476 0.14
H -1.994 -10.667 5.217 0.10
O -0.274 -5.175 0.958 0.13
C -0.568 -4.689 2.011 -0.48
O -0.794 -5.391 3.140 0.00
C -1.266 -4.505 4.156 -0.18
C -0.853 -3.110 3.769 -0.15
C -0.798 -3.174 2.249 -0.05
H -0.922 -4.737 5.167 0.13
H -2.353 -4.631 4.256 0.11
H 0.130 -2.815 4.132 0.13
H -1.628 -2.396 4.050 0.12
H -0.075 -2.614 1.673 0.13
H -1.797 -3.132 1.797 0.13
O -0.215 -11.805 1.865 0.12
C 0.060 -10.637 2.006 -0.48
O 0.009 -9.817 0.959 0.04
C 0.367 -8.469 1.349 -0.15
C 1.382 -8.746 2.411 -0.15
C 0.860 -9.979 3.170 -0.05
H -0.426 -7.808 1.710 0.09
H 0.743 -7.984 0.451 0.13
H 1.482 -7.832 3.010 0.10
H 2.360 -8.928 1.968 0.13
H 0.189 -9.887 4.019 0.07
H 1.715 -10.523 3.566 0.13
```

Output
multiplicity: 2
highest occupied orbital energy (alpha / beta): -12.0 / -11.9 eV
net charge: +1

Entry 3:
This record from OMol25 describes a molecular structure, C20H30AlBBr3ClCsF6ILiMgN5O15 in a non-equilibrium geometry. The level of theory is ωB97M-V with the def2-TZVPD basis set.

```
86
Properties=species:S:1:pos:R:3:lowdin_charge:R:1
C -0.916 -3.514 0.093 -0.11
C 0.317 -2.655 0.000 -0.36
C 0.612 -1.807 1.221 -0.64
I -1.010 -0.489 1.661 1.06
C 1.030 -2.596 2.411 -0.33
N 1.654 -3.763 2.340 0.24
C 1.969 -4.123 3.606 -0.30
N 2.608 -5.192 4.070 0.20
N 1.481 -3.159 4.411 -0.04
F 1.557 -3.064 5.729 0.09
N 0.900 -2.185 3.686 0.18
H -1.131 -3.887 1.095 0.10
H -0.781 -4.355 -0.577 0.08
H -1.761 -2.965 -0.290 0.02
H 1.221 -3.205 -0.272 0.12
H 0.133 -1.952 -0.825 -0.06
H 1.462 -1.150 1.007 0.08
H 3.420 -5.070 4.667 0.09
H 2.190 -6.108 3.991 0.12
H 0.476 -1.354 4.088 0.09
F -1.961 -2.045 -2.181 -1.04
Mg -0.448 -0.259 -1.844 0.76
B -4.795 0.384 -4.754 -0.87
O -5.702 -0.018 -3.700 0.25
C -5.163 0.235 -2.505 -0.36
O -5.638 0.046 -1.435 0.21
C -3.770 0.854 -2.781 -0.38
O -2.965 1.206 -1.957 0.06
O -3.603 0.937 -4.088 0.23
O -4.421 -0.717 -5.657 0.23
C -4.781 -0.446 -6.903 -0.38
O -4.619 -1.121 -7.870 0.18
C -5.458 0.949 -6.872 -0.37
O -5.924 1.531 -7.829 0.03
O -5.440 1.397 -5.655 0.26
C -7.717 -0.246 -10.091 -0.96
O -6.722 -0.553 -10.751 0.18
O -8.707 0.385 -10.581 0.11
O -7.821 -0.429 -8.834 0.07
Cs -1.308 -3.345 -3.750 1.11
Li -7.751 1.741 -8.601 0.83
O 3.642 -7.711 7.642 -0.35
Cl 2.862 -6.570 7.268 0.64
O 3.736 -5.586 6.629 -0.42
O 2.250 -5.964 8.416 -0.36
O 1.843 -6.950 6.304 -0.40
F -6.596 -2.664 0.103 -0.16
Al -5.068 -3.130 0.590 -0.23
F -4.416 -1.983 1.671 -0.27
F -4.017 -3.271 -0.727 -0.18
F -5.130 -4.602 1.405 -0.18
C 2.501 1.657 -0.726 -0.13
C 1.841 2.412 0.426 -0.24
C 1.937 3.928 0.448 -0.11
N 3.314 4.573 0.529 -0.26
C 3.892 4.685 -0.865 -0.10
C 5.356 5.092 -0.889 -0.16
C 6.189 4.192 0.014 -0.17
C 5.655 4.270 1.439 -0.16
C 4.205 3.819 1.482 -0.10
C 3.096 5.957 1.055 0.02
H 3.594 1.683 -0.694 0.07
H 2.207 0.607 -0.667 0.02
H 2.166 2.036 -1.692 0.07
H 2.171 1.998 1.381 0.11
H 0.766 2.206 0.387 0.09
H 1.397 4.285 1.325 0.14
H 1.463 4.359 -0.434 0.14
H 3.762 3.719 -1.347 0.12
H 3.271 5.409 -1.392 0.14
H 5.703 5.031 -1.921 0.13
H 5.473 6.136 -0.589 0.12
H 7.238 4.482 -0.020 0.12
H 6.132 3.159 -0.343 0.12
H 5.766 5.282 1.836 0.12
H 6.226 3.617 2.098 0.13
H 3.768 3.942 2.473 0.15
H 4.155 2.768 1.209 0.12
H 2.678 5.889 2.055 0.12
H 2.401 6.470 0.395 0.12
H 4.040 6.490 1.086 0.10
C -2.531 -1.929 5.934 -1.60
Br -3.686 -2.048 4.422 0.69
Br -1.330 -3.433 6.031 0.66
Br -1.544 -0.251 5.912 0.53
H -3.107 -1.939 6.849 -0.03
```

Output
multiplicity: 1
highest occupied orbital energy: -6.3 eV
net charge: 0

Entry 4:
This record from OMol25 describes a molecular structure, C20H30As2KN5O8. The level of theory is ωB97M-V with the def2-TZVPD basis set.

```
66
Properties=species:S:1:pos:R:3:lowdin_charge:R:1
K 2.702 -0.866 0.351 0.73
N 5.278 0.041 -0.623 -0.04
C 5.883 1.244 -0.021 -0.27
C 4.912 1.896 0.956 -0.21
C 4.795 1.130 2.271 -0.22
C 3.556 1.484 3.081 -0.27
N 2.335 1.087 2.366 -0.04
H 5.993 -0.506 -1.088 0.07
H 4.632 0.336 -1.353 0.02
H 6.180 1.971 -0.782 0.11
H 6.788 0.940 0.512 0.11
H 3.941 1.987 0.458 0.08
H 5.232 2.921 1.159 0.12
H 5.686 1.320 2.876 0.12
H 4.788 0.052 2.073 0.09
H 3.568 2.554 3.323 0.12
H 3.583 0.944 4.029 0.11
H 2.048 1.789 1.689 0.04
H 1.553 1.029 3.008 0.07
C -1.472 3.449 -1.141 0.00
O -1.336 2.012 -1.037 -0.07
C -0.455 1.582 -0.149 -0.62
O 0.274 2.292 0.501 0.09
C -0.434 0.087 -0.009 -0.38
C -0.811 -0.471 1.161 -0.34
As -2.444 0.472 1.689 1.38
C -3.206 -0.563 3.162 -0.28
C -3.324 -0.474 0.155 -0.25
C -2.777 -0.904 -0.985 -0.24
As -0.836 -1.146 -1.468 1.35
C -0.729 -0.046 -3.077 -0.28
C -3.694 -1.376 -2.065 -0.52
O -4.884 -1.205 -2.109 0.14
O -3.012 -2.040 -3.016 -0.11
C -3.798 -2.498 -4.125 -0.02
C -4.806 -0.399 0.419 -0.58
O -5.337 0.676 0.495 0.12
O -5.472 -1.506 0.763 -0.01
C -4.872 -2.799 0.636 -0.03
C -0.686 -1.935 1.404 -0.57
O -1.580 -2.703 1.651 0.08
O 0.613 -2.325 1.411 -0.16
C 0.798 -3.735 1.626 -0.03
H -2.287 3.604 -1.841 0.10
H -0.552 3.893 -1.512 0.05
H -1.723 3.857 -0.164 0.10
H -2.732 -0.223 4.082 0.03
H -3.079 -1.634 3.045 0.02
H -4.265 -0.308 3.208 0.03
H -1.550 0.663 -3.132 0.04
H -0.749 -0.721 -3.930 0.02
H 0.223 0.478 -3.051 0.00
H -3.100 -2.987 -4.798 0.09
H -4.282 -1.656 -4.615 0.10
H -4.558 -3.198 -3.784 0.10
H -5.465 -3.457 1.264 0.10
H -3.837 -2.803 0.972 0.07
H -4.936 -3.136 -0.398 0.09
H 1.873 -3.896 1.654 0.09
H 0.348 -4.299 0.811 0.10
H 0.346 -4.037 2.567 0.10
N 2.304 0.611 -1.788 0.02
C 2.532 1.757 -1.891 -0.42
N 2.917 2.984 -1.954 0.06
C 2.055 3.921 -2.311 -0.41
N 1.350 4.790 -2.611 0.09
```

Output
multiplicity: 1
highest occupied orbital energy: -8.1 eV
net charge: 0
energy relative to the best compared isomer or geometry (same formula, charge and spin): 22.4 kJ/mol

Entry 5:
This record from OMol25 describes a molecular structure, C20H30AsN2O3PdS2. The level of theory is ωB97M-V with the def2-TZVPD basis set.

```
59
Properties=species:S:1:pos:R:3:lowdin_charge:R:1
Pd -1.192 -0.480 1.250 0.89
C 0.294 3.238 0.071 -0.17
As 0.746 2.122 1.566 1.03
C 1.393 3.235 2.987 -0.19
C 2.190 0.939 1.110 -0.19
O -0.582 1.252 2.137 -0.59
H 1.171 3.805 -0.239 0.05
H -0.499 3.920 0.374 0.05
H -0.048 2.596 -0.734 0.02
H 2.293 3.743 2.642 0.05
H 1.622 2.612 3.848 0.05
H 0.637 3.968 3.260 0.05
H 3.074 1.523 0.854 0.05
H 1.881 0.329 0.267 0.00
H 2.398 0.309 1.973 0.05
C 4.220 3.564 -7.545 -0.07
C 3.562 2.901 -6.366 -0.74
O 3.757 3.199 -5.221 0.04
S 2.415 1.609 -6.869 1.02
C 1.726 1.157 -5.302 -0.53
C 2.528 0.618 -4.303 -0.08
C 1.972 0.278 -3.084 -0.02
C 0.606 0.460 -2.849 -0.26
C -0.195 0.979 -3.867 -0.03
C 0.364 1.329 -5.085 -0.09
C 0.052 0.151 -1.563 -0.15
C -0.435 -0.057 -0.473 -0.18
H 5.188 3.953 -7.240 0.09
H 3.590 4.396 -7.864 0.09
H 4.329 2.878 -8.384 0.07
H 3.584 0.474 -4.481 0.12
H 2.595 -0.140 -2.303 0.11
H -1.254 1.116 -3.696 0.12
H -0.256 1.747 -5.867 0.11
C 1.126 -4.944 1.745 -0.24
S -0.418 -4.061 1.979 0.84
C -1.236 -4.589 0.471 -0.24
O -0.079 -2.606 1.784 -0.61
H 0.926 -6.014 1.712 0.06
H 1.764 -4.713 2.596 0.06
H 1.585 -4.599 0.820 0.07
H -1.435 -5.659 0.520 0.06
H -0.604 -4.342 -0.381 0.07
H -2.177 -4.044 0.415 0.05
C -3.418 -2.936 5.766 -0.01
C -3.349 -1.971 4.634 -0.28
C -4.230 -1.001 4.204 0.03
C -3.627 -0.394 3.092 -0.32
N -2.454 -0.972 2.852 -0.07
N -2.301 -1.924 3.791 0.05
C -4.122 0.729 2.245 -0.03
H -4.320 -2.761 6.345 0.09
H -2.561 -2.826 6.432 0.09
H -3.440 -3.965 5.405 0.09
H -5.183 -0.758 4.641 0.12
H -1.431 -2.426 3.844 0.12
H -5.052 1.123 2.648 0.08
H -4.309 0.399 1.222 0.08
H -3.384 1.532 2.212 0.07
```

Output
multiplicity: 1
highest occupied orbital energy: -10.4 eV
net charge: +1
energy relative to the best compared isomer or geometry (same formula, charge and spin): 72.1 kJ/mol

Entry 6:
This record from OMol25 describes a molecular structure, C20H30BeBr3Cl3F2KLiN2O9P in a non-equilibrium geometry. The level of theory is ωB97M-V with the def2-TZVPD basis set.

```
73
Properties=species:S:1:pos:R:3:lowdin_charge:R:1
C 1.659 5.831 0.494 -0.01
C 0.292 5.546 -0.154 -0.34
C -0.864 6.433 0.293 -0.02
N 0.235 4.623 -1.043 0.12
C -0.668 3.554 -0.660 -0.34
O -0.464 2.900 0.584 0.02
C -1.452 1.900 0.518 -0.69
O -1.942 1.278 1.378 0.05
O -1.687 1.593 -0.841 0.09
C -0.696 2.318 -1.563 -0.39
F -1.154 2.695 -2.814 0.07
C 0.504 1.366 -1.532 -0.07
C 1.851 2.027 -1.883 -0.31
C 2.967 1.333 -0.902 -0.18
C 3.086 2.113 0.487 -0.27
N 2.752 1.175 1.558 0.03
H 1.537 6.515 1.343 0.08
H 2.200 4.911 0.723 0.05
H 2.253 6.384 -0.264 0.08
H -1.131 6.320 1.351 0.09
H -1.718 6.237 -0.368 0.06
H -0.561 7.473 0.069 0.09
H -1.705 3.957 -0.548 0.06
H 0.618 0.820 -0.598 0.09
H 0.328 0.595 -2.302 0.11
H 1.897 3.142 -1.661 0.03
H 2.159 1.844 -2.975 0.07
H 2.692 0.286 -0.706 0.11
H 3.990 1.380 -1.394 0.05
H 4.094 2.558 0.636 0.10
H 2.370 2.952 0.465 0.07
H 3.166 0.272 1.336 0.07
H 3.137 1.487 2.442 0.08
Cl 2.224 -2.847 0.373 0.74
C 1.211 -2.427 1.725 -0.64
C 1.052 -3.238 2.842 -0.68
Cl 1.881 -4.754 3.001 0.64
C 0.203 -2.840 3.875 -0.13
C -0.486 -1.634 3.794 -0.09
C -0.319 -0.824 2.680 -0.06
C 0.525 -1.226 1.664 -0.14
H 0.076 -3.474 4.744 0.09
H -1.150 -1.332 4.595 0.10
H -0.837 0.124 2.557 0.08
H 0.641 -0.595 0.801 0.05
Cl -3.119 3.583 1.281 -0.10
K 3.725 3.198 -2.597 0.99
O -0.034 -1.289 -0.879 -0.29
P -1.086 -2.330 -1.194 -0.03
O -0.364 -3.633 -1.531 -0.42
O -1.966 -1.850 -2.422 -0.39
O -1.999 -2.529 -0.012 -0.22
Li 1.036 -4.933 -2.403 0.70
Be -1.584 -1.313 -3.864 0.63
F 3.711 -4.235 -1.062 -0.85
C -6.314 -4.074 1.520 -0.03
C -5.190 -5.042 1.796 -0.51
O -5.407 -6.224 1.968 0.04
C -3.799 -4.475 1.847 -0.02
H -7.261 -4.613 1.511 0.07
H -6.350 -3.313 2.301 0.08
H -6.168 -3.601 0.548 0.09
H -3.729 -3.730 2.642 0.09
H -3.545 -4.018 0.889 0.06
H -3.089 -5.274 2.053 0.08
C 4.937 -7.015 -3.625 -1.62
Br 4.644 -7.676 -1.844 0.60
Br 3.425 -5.981 -4.257 0.54
Br 6.577 -6.018 -3.765 0.57
H 5.024 -7.871 -4.279 -0.04
O -2.496 5.391 -3.160 -0.05
H -2.082 4.540 -3.339 0.01
H -2.260 5.572 -2.246 0.00
```

Output
multiplicity: 1
highest occupied orbital energy: -4.5 eV
net charge: -1